{
  "formula": "C39H37BF2N4O4S5Sr",
  "method": "ωB97M-V/def2-TZVPD",
  "symbols": ["Sr", "C", "C", "N", "C", "C", "S", "C", "C", "S", "C", "N", "C", "H", "H", "H", "H", "H", "H", "H", "H", "O", "S", "C", "C", "C", "C", "S", "O", "C", "C", "C", "C", "C", "C", "C", "C", "C", "C", "C", "C", "H", "H", "H", "H", "H", "H", "H", "H", "H", "H", "H", "H", "H", "H", "H", "H", "H", "H", "O", "S", "O", "N", "C", "C", "C", "C", "C", "C", "C", "C", "N", "C", "C", "C", "C", "C", "C", "C", "H", "H", "H", "H", "H", "H", "H", "H", "H", "H", "H", "F", "B", "F"],
  "positions_angstrom": [[0.846, 0.268, 0.305], [1.209, -1.653, 3.922], [0.871, -2.626, 2.849], [0.980, -2.415, 1.568], [0.590, -3.529, 0.852], [0.183, -4.586, 1.604], [0.282, -4.193, 3.258], [0.585, -3.538, -0.614], [0.506, -4.675, -1.358], [0.389, -4.273, -3.007], [0.489, -2.600, -2.611], [0.593, -2.362, -1.333], [0.424, -1.610, -3.724], [1.029, -0.641, 3.566], [2.270, -1.703, 4.165], [0.629, -1.853, 4.822], [-0.204, -5.534, 1.271], [0.513, -5.697, -1.020], [0.136, -2.113, -4.647], [1.389, -1.130, -3.876], [-0.295, -0.821, -3.511], [-1.420, -0.948, 0.601], [-2.143, -1.225, -0.699], [-3.550, -0.083, -0.757], [-4.237, 0.196, 0.573], [-3.432, 0.998, 1.602], [-2.973, 2.361, 1.104], [-1.519, 3.041, 1.934], [-0.363, 2.211, 1.459], [-1.814, 2.507, 3.609], [-0.853, 1.716, 4.215], [-1.039, 1.333, 5.538], [-2.167, 1.741, 6.231], [-3.118, 2.546, 5.612], [-2.941, 2.941, 4.297], [-3.011, -2.757, -0.402], [-3.586, -3.420, -1.477], [-4.214, -4.637, -1.263], [-4.245, -5.185, 0.014], [-3.646, -4.521, 1.075], [-3.018, -3.300, 0.871], [-4.238, -0.523, -1.483], [-3.134, 0.819, -1.211], [-4.537, -0.750, 1.033], [-5.165, 0.729, 0.342], [-2.565, 0.417, 1.910], [-4.059, 1.136, 2.485], [-3.754, 3.125, 1.154], [-2.597, 2.341, 0.077], [0.032, 1.431, 3.657], [-0.289, 0.723, 6.025], [-2.307, 1.443, 7.262], [-3.993, 2.871, 6.159], [-3.672, 3.578, 3.813], [-3.535, -2.999, -2.475], [-4.668, -5.163, -2.093], [-4.729, -6.139, 0.178], [-3.660, -4.957, 2.066], [-2.516, -2.775, 1.674], [-0.339, 1.708, -3.828], [0.276, 1.885, -2.529], [-0.638, 1.717, -1.378], [1.457, 0.932, -2.185], [2.676, 0.871, -2.807], [3.025, 1.426, -4.020], [4.326, 1.275, -4.541], [5.281, 0.566, -3.871], [4.965, -0.015, -2.618], [5.904, -0.750, -1.854], [5.546, -1.257, -0.643], [4.233, -1.020, -0.175], [3.334, -0.358, -0.853], [3.676, 0.142, -2.078], [0.885, 3.546, -2.461], [1.517, 3.983, -1.302], [2.021, 5.271, -1.252], [1.891, 6.112, -2.352], [1.257, 5.668, -3.502], [0.750, 4.376, -3.561], [2.278, 1.965, -4.589], [4.560, 1.727, -5.497], [6.279, 0.445, -4.275], [6.905, -0.892, -2.246], [6.245, -1.814, -0.035], [3.926, -1.376, 0.804], [1.612, 3.329, -0.444], [2.517, 5.618, -0.356], [2.289, 7.118, -2.311], [1.158, 6.325, -4.356], [0.252, 4.003, -4.446], [3.468, 2.146, 2.134], [2.688, 1.076, 2.478], [3.043, 0.715, 3.758]],
  "e_homo_ev": -6.15,
  "e_above_lowest_kj_mol": 235.2,
  "homo_lumo_gap_ev": 6.4,
  "fmax_ev_per_a": 0.6,
  "e_lumo_ha": 0.009
}



{
  "formula": "ClHg2",
  "method": "ωB97M-V/def2-TZVPD",
  "symbols": ["Hg", "Hg", "Cl"],
  "positions_angstrom": [[-2.001, 0.383, 0.819], [2.038, 0.595, -0.455], [-0.038, -0.979, -0.365]],
  "e_homo_ev": -27.10,
  "e_above_lowest_kj_mol": 28.5,
  "homo_lumo_gap_ev": 8.0,
  "fmax_ev_per_a": 1.8,
  "total_charge": 3,
  "e_lumo_ha": -0.701
}



{
  "formula": "C5H5NS",
  "method": "ωB97M-V/def2-TZVPD",
  "symbols": ["C", "C", "C", "C", "C", "H", "H", "H", "H", "H", "N", "S"],
  "positions_angstrom": [[1.401, -0.012, -0.003], [0.612, -1.219, -0.024], [-0.741, -1.214, -0.014], [-0.730, 1.178, -0.008], [0.630, 1.198, -0.032], [1.093, -2.175, 0.034], [-1.342, -2.074, 0.030], [-2.410, 0.040, -0.038], [-1.331, 2.131, 0.002], [1.170, 2.160, 0.065], [-1.420, -0.003, -0.003], [3.068, -0.013, -0.010]],
  "e_homo_ev": -7.77,
  "e_above_lowest_kj_mol": 0.9,
  "homo_lumo_gap_ev": 8.0,
  "smiles": "S=c1cc[nH]cc1",
  "fmax_ev_per_a": 2.2,
  "e_lumo_ha": 0.009
}



{
  "formula": "C3H5N3",
  "method": "ωB97M-V/def2-TZVPD",
  "symbols": ["C", "C", "C", "H", "H", "H", "H", "H", "N", "N", "N"],
  "positions_angstrom": [[-1.608, -0.136, 0.030], [0.676, 1.008, -0.116], [1.791, -0.714, 0.042], [-2.071, -0.559, -0.828], [-1.949, 0.926, 0.078], [-1.980, -0.482, 0.955], [0.267, 2.044, -0.082], [2.561, -1.471, -0.041], [-0.186, -0.067, -0.022], [1.925, 0.648, 0.064], [0.575, -1.197, -0.080]],
  "e_homo_ev": -9.90,
  "e_above_lowest_kj_mol": 87.2,
  "homo_lumo_gap_ev": 10.8,
  "smiles": "Cn1cncn1",
  "fmax_ev_per_a": 3.1,
  "e_lumo_ha": 0.032
}



{
  "formula": "C33H35I2N8O4SV",
  "method": "ωB97M-V/def2-TZVPD",
  "symbols": ["V", "N", "C", "S", "N", "N", "C", "C", "C", "C", "C", "C", "C", "O", "H", "H", "H", "H", "H", "H", "H", "O", "C", "C", "C", "C", "N", "C", "C", "C", "C", "C", "C", "O", "C", "C", "N", "H", "H", "H", "H", "H", "H", "H", "H", "H", "H", "H", "H", "I", "C", "C", "C", "I", "C", "C", "C", "C", "N", "C", "C", "O", "H", "H", "H", "H", "C", "C", "C", "C", "N", "N", "H", "H", "H", "H", "H", "H", "H", "H", "H", "H", "H", "H"],
  "positions_angstrom": [[-0.026, 1.851, -0.333], [1.205, 4.141, 3.327], [0.601, 3.567, 2.266], [1.584, 3.166, 0.902], [-0.673, 3.335, 2.340], [-1.208, 2.758, 1.203], [-2.498, 2.808, 1.206], [-3.400, 2.224, 0.246], [-4.782, 2.357, 0.409], [-5.654, 1.765, -0.480], [-5.150, 1.020, -1.548], [-3.788, 0.874, -1.727], [-2.915, 1.484, -0.830], [-1.604, 1.356, -0.980], [2.164, 4.426, 3.262], [0.631, 4.520, 4.061], [-2.943, 3.325, 2.052], [-5.160, 2.936, 1.243], [-6.721, 1.876, -0.351], [-5.832, 0.555, -2.247], [-3.379, 0.307, -2.552], [-3.502, -4.519, 2.988], [-3.742, -3.207, 3.455], [-2.846, -2.253, 2.716], [-2.543, -1.006, 3.240], [-1.760, -0.149, 2.491], [-1.262, -0.457, 1.294], [-1.508, -1.676, 0.803], [-2.313, -2.587, 1.481], [-0.898, -2.042, -0.522], [-0.993, -3.345, -1.003], [-0.543, -3.653, -2.277], [-0.681, -5.055, -2.825], [-0.704, -6.048, -1.823], [-0.008, -2.627, -3.041], [0.091, -1.369, -2.474], [-0.309, -1.073, -1.239], [-4.077, -5.132, 3.455], [-3.554, -3.117, 4.530], [-4.783, -2.910, 3.274], [-2.908, -0.698, 4.212], [-1.509, 0.834, 2.879], [-2.539, -3.560, 1.076], [-1.412, -4.141, -0.407], [0.101, -5.240, -3.567], [-1.639, -5.131, -3.343], [0.183, -6.159, -1.464], [0.342, -2.797, -4.052], [0.526, -0.554, -3.042], [-0.405, 6.219, -2.929], [1.025, 4.726, -3.062], [2.118, 4.854, -3.945], [3.071, 3.879, -4.059], [4.650, 4.155, -5.395], [2.975, 2.699, -3.277], [3.861, 1.605, -3.300], [3.622, 0.515, -2.502], [2.511, 0.507, -1.656], [1.665, 1.517, -1.585], [1.883, 2.599, -2.394], [0.900, 3.605, -2.278], [-0.085, 3.373, -1.431], [2.193, 5.751, -4.545], [4.721, 1.629, -3.957], [4.279, -0.343, -2.516], [2.294, -0.348, -1.038], [2.591, -1.375, 3.172], [3.176, -1.000, 1.812], [2.896, -2.131, 0.811], [4.680, -0.784, 1.919], [2.619, 0.310, 1.426], [1.246, 0.320, 1.072], [2.999, -2.327, 3.515], [1.505, -1.485, 3.119], [2.826, -0.605, 3.907], [3.429, -3.030, 1.122], [3.250, -1.879, -0.191], [1.836, -2.398, 0.757], [5.164, -1.673, 2.323], [4.896, 0.059, 2.577], [5.117, -0.579, 0.938], [3.166, 0.781, 0.719], [0.710, 0.446, 1.922], [0.952, -0.565, 0.667]],
  "e_homo_ev": [-10.18, -10.29],
  "e_above_lowest_kj_mol": 148.5,
  "homo_lumo_gap_ev": [6.2, 6.8],
  "multiplicity": 2,
  "fmax_ev_per_a": 0.7,
  "total_charge": 1,
  "e_lumo_ha": [-0.145, -0.129]
}